C70H70N5 | the ωB97M-V functional and the def2-TZVPD basis

Positions of all 145 atoms, in Å:
C (-3.3317, -3.1993, 0.5438)
C (-3.5812, -3.0541, 2.0446)
C (-4.3855, -4.2475, 2.5911)
C (-4.2258, -1.6992, 2.3142)
C (-5.6077, -1.5573, 2.2434)
C (-6.2341, -0.3077, 2.2443)
C (-5.4359, 0.8245, 2.2288)
C (-4.0343, 0.7251, 2.2447)
C (-3.2109, 1.9485, 1.8802)
C (-3.3915, 3.0687, 2.8965)
C (-3.5709, 2.4528, 0.4787)
C (-3.4463, -0.5329, 2.4330)
N (-2.0197, -0.6684, 2.6031)
N (-1.3963, -1.2316, 1.5411)
N (-0.1169, -0.8711, 1.6167)
C (0.7473, -0.9597, 0.4506)
C (1.3399, 0.2119, -0.0974)
C (0.6896, 1.5945, 0.0319)
C (-0.3578, 1.7237, -1.0821)
C (1.7012, 2.7410, -0.0369)
C (2.4786, 0.0675, -0.9036)
C (2.8990, -1.2149, -1.2687)
C (2.1741, -2.3592, -0.9078)
C (1.0351, -2.2312, -0.1047)
C (0.1973, -3.4618, 0.1508)
C (0.9456, -4.4617, 1.0164)
C (-0.2232, -4.0918, -1.1744)
C (0.1081, -0.1700, 2.8026)
C (1.4912, 0.2514, 3.0096)
C (1.7951, 1.6046, 3.1745)
C (3.1084, 2.0518, 3.2968)
C (4.1585, 1.1311, 3.1934)
C (3.8822, -0.2318, 2.9880)
C (2.5551, -0.6834, 2.9221)
C (-1.0765, 0.0435, 3.4089)
C (-1.3926, 0.8643, 4.7131)
H (-2.6768, -2.3818, 0.2273)
H (-2.8505, -4.1470, 0.2782)
H (-4.2725, -3.1276, -0.0190)
H (-2.6094, -3.0331, 2.5462)
H (-4.6525, -4.0624, 3.6423)
H (-5.2996, -4.4222, 1.9969)
H (-3.7618, -5.1553, 2.5423)
H (-6.2373, -2.4557, 2.1694)
H (-7.3197, -0.2427, 2.3436)
H (-5.9125, 1.8155, 2.1798)
H (-2.1579, 1.6525, 1.8522)
H (-3.1056, 2.7364, 3.8964)
H (-2.7596, 3.9221, 2.6236)
H (-4.4406, 3.3849, 2.9497)
H (-3.4220, 1.6684, -0.2724)
H (-4.6234, 2.7607, 0.4459)
H (-2.9489, 3.3080, 0.1838)
H (0.1734, 1.6529, 1.0033)
H (-1.0630, 0.8746, -1.0626)
H (-0.9326, 2.6582, -0.9911)
H (0.1566, 1.7166, -2.0602)
H (2.5413, 2.5697, 0.6464)
H (2.0826, 2.8510, -1.0622)
H (1.2183, 3.6851, 0.2511)
H (3.0075, 0.9615, -1.2691)
H (3.7819, -1.3170, -1.9054)
H (2.4724, -3.3571, -1.2713)
H (-0.6956, -3.1435, 0.6879)
H (1.2517, -4.0022, 1.9628)
H (0.3334, -5.3458, 1.2306)
H (1.8510, -4.7841, 0.4893)
H (-0.6938, -3.3520, -1.8325)
H (0.6644, -4.4799, -1.6867)
H (-0.9193, -4.9239, -1.0296)
H (0.9413, 2.2904, 3.2922)
H (3.3093, 3.1132, 3.4587)
H (5.1845, 1.4719, 3.2412)
H (4.6963, -0.9473, 2.8738)
H (2.3172, -1.7303, 2.8438)
H (-1.6027, 1.8664, 4.1893)
H (-2.3377, 0.4409, 5.0797)
C (0.0937, 1.4289, 15.1422)
C (0.5316, 0.6537, 14.0527)
C (-0.2871, 0.4349, 12.9549)
C (-1.5753, 0.9629, 12.9384)
N (-2.4597, 0.5550, 11.9094)
C (-3.7702, 0.2564, 12.3228)
C (-4.8457, 0.7331, 11.5601)
C (-6.1347, 0.5862, 12.0701)
C (-6.3444, -0.0256, 13.3075)
C (-5.2649, -0.4989, 14.0609)
C (-3.9753, -0.3576, 13.5751)
C (-2.0753, 0.5746, 10.5461)
C (-2.7907, -0.1570, 9.5599)
C (-2.3649, -0.1011, 8.2107)
C (-1.2902, 0.6956, 7.7640)
C (-0.7836, 0.9945, 6.1955)
C (-0.4369, 2.4986, 6.3140)
C (0.7791, 2.8808, 5.7579)
C (1.0893, 4.2038, 5.5454)
C (0.2279, 5.1978, 6.0970)
N (0.6168, 6.5590, 6.0046)
C (-0.3201, 7.5924, 5.8442)
C (-0.0549, 8.8723, 6.3682)
C (-0.9707, 9.9162, 6.2046)
C (-2.1675, 9.7058, 5.5119)
C (-2.4300, 8.4401, 4.9777)
C (-1.5202, 7.3899, 5.1389)
C (1.9874, 6.8798, 6.0035)
C (2.4961, 7.9219, 5.2025)
C (3.8600, 8.2376, 5.2389)
C (4.7214, 7.5349, 6.0922)
C (4.2234, 6.4909, 6.8770)
C (2.8627, 6.1804, 6.8531)
C (-1.0434, 4.8391, 6.6290)
C (-1.3631, 3.4871, 6.7187)
C (-0.6303, 1.4067, 8.8051)
C (-0.9999, 1.4149, 10.1580)
C (-2.0442, 1.7123, 14.0419)
C (-1.2141, 1.9508, 15.1321)
H (0.7591, 1.6356, 15.9936)
H (1.5343, 0.2318, 14.0569)
H (0.0404, -0.1632, 12.1127)
H (-4.6484, 1.2173, 10.5990)
H (-6.9647, 0.9526, 11.4690)
H (-7.3516, -0.1460, 13.6967)
H (-5.3995, -0.9879, 15.0249)
H (-3.1063, -0.6746, 14.1633)
H (-3.6566, -0.7912, 9.8271)
H (-2.9398, -0.6599, 7.4703)
H (0.2220, 0.4503, 6.2310)
H (1.5050, 2.1085, 5.5200)
H (2.0540, 4.4771, 5.0567)
H (0.8832, 9.0533, 6.8978)
H (-0.7355, 10.8968, 6.6288)
H (-2.8702, 10.5258, 5.3962)
H (-3.3549, 8.2685, 4.4335)
H (-1.7423, 6.4061, 4.7129)
H (1.8173, 8.4977, 4.5612)
H (4.2425, 9.0408, 4.5902)
H (5.7759, 7.8037, 6.1442)
H (4.8890, 5.8984, 7.5073)
H (2.4666, 5.3869, 7.4924)
H (-1.7210, 5.6069, 7.0593)
H (-2.3352, 3.1934, 7.1776)
H (0.2048, 2.0640, 8.5739)
H (-0.4716, 2.0483, 10.9073)
H (-3.0713, 2.0819, 14.0714)
H (-1.5696, 2.5590, 15.9765)

Force components x, y, z for each atom (eV/Å):
C -0.0830 0.3273 -0.4284
C -0.1733 -0.2383 0.5136
C 0.1615 0.1530 0.0745
C -0.0027 -0.2165 -0.2276
C -0.5247 -0.2303 -0.1371
C 0.4471 -0.2530 0.7164
C -0.0752 0.1859 -0.0806
C 0.1753 0.1533 -0.1528
C -0.0162 0.1584 0.2385
C 0.0844 0.1736 0.2087
C -0.1363 -0.1944 -0.2515
C -1.3229 -0.2970 0.1516
N 2.5710 0.5078 -1.0833
N 0.6339 2.3482 0.8483
N -2.6676 0.1330 0.7163
C 0.8801 -0.7243 -1.1087
C -0.0377 0.1624 0.4193
C 0.1609 -0.2643 0.5109
C -0.1045 -0.1587 -0.2676
C -0.0436 0.0760 0.0391
C -0.5545 -0.4588 0.0117
C 0.2021 -0.2457 -0.0827
C -0.0102 0.7368 -0.3395
C 0.4929 0.2847 0.5490
C -0.2317 0.0710 0.4353
C 0.2588 -0.1612 0.1115
C 0.0516 0.0900 -0.2673
C 1.5358 -0.3640 -1.8959
C 1.4963 0.2119 0.4305
C -0.6626 0.0010 0.3112
C 0.2139 -0.3550 -0.0886
C -0.6487 -0.1882 -0.2653
C -0.5875 0.0731 0.0463
C -0.0242 1.1631 0.3128
C -0.8873 -1.0617 1.7330
C -2.7606 -0.3399 -0.5583
H -0.3658 -0.3771 -0.2945
H -0.1200 0.0626 0.2213
H 0.1477 -0.0585 0.1675
H -0.0376 -0.3004 0.0518
H -0.0470 -0.2102 -0.3183
H 0.3740 0.0325 0.3101
H -0.3111 0.3013 -0.0074
H 0.4174 0.4470 0.0623
H 0.3566 0.0471 -0.3408
H 0.3756 -0.5094 -0.0621
H 0.0427 0.1091 0.0388
H -0.2251 0.2330 -0.0669
H -0.2186 -0.0280 0.0993
H 0.2476 0.0592 -0.1027
H -0.0962 0.1002 0.1048
H 0.2318 -0.0117 -0.0536
H -0.1423 -0.1451 0.2198
H 0.0756 0.0085 -0.2341
H 0.2072 0.3296 -0.0332
H 0.2493 -0.2752 -0.0230
H -0.2966 0.0124 0.3408
H -0.1419 0.0595 -0.2086
H -0.0639 0.0822 0.3131
H 0.1110 -0.2116 -0.1511
H -0.3773 -0.6504 0.1606
H -0.2433 -0.0147 0.2770
H -0.1808 0.7392 0.1591
H 0.0112 -0.2180 -0.1116
H -0.0278 -0.1555 -0.0513
H 0.1178 0.1736 -0.0333
H -0.0931 -0.0828 0.1971
H 0.0318 -0.1590 0.0939
H -0.2344 -0.0186 -0.0235
H 0.1157 0.1266 0.0717
H 0.6340 -0.1412 -0.2893
H -0.0342 -0.3548 -0.0700
H -0.0186 -0.0222 0.0531
H -0.2070 0.1961 0.1329
H 0.1169 -0.2552 -0.1844
H 0.4295 -1.2170 1.7251
H -0.7041 0.3491 -1.0302
C -0.2131 -0.0289 -0.1845
C 0.1606 0.5629 0.5035
C -0.1065 0.2024 0.3652
C 0.0423 -0.2110 0.7827
N 0.2676 0.0502 -0.6676
C -0.6016 0.3546 0.0988
C -0.0392 -0.3235 0.5968
C 0.1539 -0.1707 -0.1195
C -0.0607 -0.0620 0.0702
C 0.0667 0.0396 -0.2947
C 0.0810 -0.0182 -0.5708
C -0.4535 0.3406 0.3205
C 0.9204 0.0441 -0.2763
C -0.0203 0.4071 -0.2139
C -1.2085 -0.4125 -0.2634
C 3.5980 0.7053 1.9319
C -0.3582 -0.0205 -1.0021
C -0.1913 -0.0986 0.3653
C 0.1042 1.0664 0.5834
C -0.3120 0.1037 -0.9562
N -0.1268 -0.6025 0.0062
C -0.7577 0.7432 -0.1484
C -0.2969 0.0319 0.0417
C 0.0967 -0.3520 -0.0794
C 0.3395 -0.2255 0.0836
C 0.2787 0.0938 0.2684
C 0.0393 0.2408 -0.0374
C 0.9837 0.3894 0.2460
C 0.1626 -0.2623 -0.0728
C -0.1672 -0.1000 0.1836
C -0.1063 0.0141 -0.2065
C -0.2747 0.0755 -0.1727
C 0.1386 0.2219 -0.1235
C 0.9124 -0.0053 0.3611
C -0.1716 -0.5507 0.0497
C 0.3536 0.3725 -0.0755
C -0.3856 -0.8609 -0.7974
C 0.2431 0.0904 -0.3469
C 0.6426 -0.0724 -0.0546
H -0.3611 -0.2229 -0.4944
H -0.1663 0.0745 0.0526
H 0.0594 -0.0353 0.1317
H -0.2206 -0.1102 0.4701
H 0.0241 -0.0855 0.2777
H 0.1179 0.0761 -0.1135
H -0.1779 0.1709 -0.2326
H -0.4774 0.0461 -0.2878
H 0.7548 0.4968 -0.1494
H 0.0586 0.0257 0.2042
H -1.1792 0.6953 -0.3340
H -0.1974 0.1522 -0.0860
H -0.9896 -0.1048 0.5956
H -0.3854 -0.0733 -0.1237
H -0.1293 -0.3604 -0.1713
H 0.0480 -0.1935 -0.0389
H 0.1453 -0.0055 0.0576
H 0.1017 0.4391 0.1468
H 0.3482 -0.3444 0.2495
H -0.1982 -0.4347 0.4462
H -0.2490 -0.1203 -0.0694
H -0.1642 0.3115 -0.0961
H 0.1826 0.2913 -0.2294
H 0.6333 -0.6446 -0.5020
H 0.8595 0.1763 -0.4607
H -0.1301 -0.1510 -0.1690
H -0.4634 -0.6699 -0.8852
H 0.3574 -0.1128 -0.1682
H 0.1472 -0.3712 -0.4683

Its net charge is +1. For the HOMO energy, the calculation gives -8.72 eV. For the gap between HOMO and LUMO, the calculation gives 5.47 eV.

Atom charges from the Mulliken analysis, given in e for atoms 1 to 6: number 1, C, carries -1.10; number 2, C, carries 0.99; number 3, C, carries -1.92; number 4, C, carries 0.32; number 5, C, carries -0.55; number 6, C, carries -1.37